# C35H48Br2O29

A molecular structure, C35H48Br2O29 (ωB97M-V/def2-TZVPD, the Open Molecules 2025 dataset).

Output
Gap between HOMO and LUMO: 9.8 eV
Max |F|: 4.6 eV Å⁻¹
2S+1: 1

Geometry (Å):
C (7.947709, 1.848898, 2.471370)
C (8.058298, 1.214888, 0.999242)
C (6.722457, 0.507525, 0.468143)
C (5.717441, 1.447514, -0.353130)
C (6.194489, 2.863773, -0.920051)
Br (5.208691, 3.250984, -2.643871)
C (5.827858, 4.102778, 0.078417)
C (6.864380, 5.303603, -0.284368)
Br (4.006076, 4.803922, -0.269078)
O (5.546491, 0.662808, -1.604996)
C (4.567362, -0.354740, -1.328309)
O (4.405508, -1.452496, -1.884039)
O (3.707126, -0.003752, -0.221679)
C (4.172922, 1.342688, 0.107802)
C (3.760981, 1.918378, 1.539160)
C (2.259824, 2.524066, 1.508542)
O (1.805289, 3.265896, 2.413625)
O (1.340363, 2.205320, 0.453060)
H (7.599620, 1.069126, 3.223890)
H (7.294289, 2.781485, 2.474903)
H (9.018448, 2.146169, 2.775098)
H (8.500529, 2.004820, 0.308728)
H (8.855892, 0.382286, 1.072224)
H (6.238225, -0.002613, 1.386745)
H (7.052835, -0.362772, -0.212053)
H (7.292067, 2.941885, -1.198312)
H (6.018901, 3.849295, 1.170814)
H (6.754485, 5.478711, -1.404201)
H (6.510813, 6.229406, 0.303842)
H (7.914628, 4.967474, 0.005857)
H (3.608567, 1.971259, -0.658391)
H (4.421531, 2.754683, 1.929061)
H (3.719477, 1.058198, 2.305682)
H (0.843282, 3.022164, 0.195603)
C (5.860907, -2.653158, -4.604375)
C (6.817212, -1.602133, -4.143543)
O (8.058036, -2.294434, -4.091771)
C (7.959863, -3.353275, -4.944105)
O (8.879616, -4.048033, -5.266762)
O (6.679878, -3.518574, -5.380873)
H (5.049985, -2.242607, -5.207302)
H (5.433549, -3.222362, -3.774387)
H (6.903480, -0.774448, -4.854035)
H (6.554452, -1.202450, -3.164267)
C (-2.221260, 1.219327, 3.000432)
C (-1.556959, 2.523802, 2.679736)
O (-2.210034, 2.929757, 1.483070)
C (-3.422083, 2.312890, 1.458835)
O (-4.292211, 2.562863, 0.675338)
O (-3.518753, 1.374384, 2.440835)
H (-2.280920, 1.033861, 4.073762)
H (-1.728254, 0.368799, 2.519681)
H (-1.727342, 3.281502, 3.450038)
H (-0.483502, 2.417332, 2.519900)
C (5.997687, -4.133935, 2.197466)
C (5.758454, -4.197763, 3.675424)
O (6.048174, -2.872837, 4.103026)
C (5.879933, -2.059832, 3.028093)
O (5.880863, -0.860526, 3.079495)
O (5.709629, -2.776555, 1.886712)
H (5.346099, -4.807276, 1.639330)
H (7.037395, -4.344493, 1.931505)
H (4.718391, -4.429468, 3.922031)
H (6.409121, -4.918105, 4.172700)
C (-0.341532, 0.275500, -1.758172)
C (-1.631952, -0.469584, -1.601796)
O (-2.474417, 0.144462, -2.568661)
C (-1.663835, 0.695215, -3.514275)
O (-2.050353, 1.144009, -4.554709)
O (-0.361485, 0.668723, -3.124802)
H (0.528422, -0.347790, -1.546264)
H (-0.297119, 1.171178, -1.133367)
H (-1.534195, -1.532614, -1.841353)
H (-2.052468, -0.369849, -0.600020)
C (-0.570755, 6.708528, -2.921568)
C (0.859930, 6.853943, -2.499465)
O (0.893565, 6.176719, -1.250360)
C (-0.136623, 5.289497, -1.247659)
O (-0.293775, 4.439812, -0.414123)
O (-0.961310, 5.486157, -2.307844)
H (-0.682616, 6.652206, -4.005033)
H (-1.204617, 7.514230, -2.540497)
H (1.551831, 6.360850, -3.188460)
H (1.158250, 7.896795, -2.384427)
C (-6.287380, 0.553950, -4.009922)
C (-5.791379, -0.858208, -3.955030)
O (-6.747813, -1.502365, -3.122696)
C (-7.894465, -0.774252, -3.193940)
O (-8.948368, -1.128848, -2.745299)
O (-7.692449, 0.404637, -3.838859)
H (-6.060358, 1.039497, -4.959626)
H (-5.894776, 1.168087, -3.194620)
H (-5.794391, -1.341628, -4.936293)
H (-4.790955, -0.931672, -3.526893)
C (-10.062905, -2.781199, -0.284471)
C (-8.641626, -2.694568, 0.177766)
O (-8.675973, -3.353329, 1.438830)
C (-9.746642, -4.192015, 1.424226)
O (-9.969438, -5.018052, 2.264396)
O (-10.530186, -3.974283, 0.335253)
H (-10.144369, -2.849183, -1.368922)
H (-10.669382, -1.940983, 0.065484)
H (-7.953042, -3.229200, -0.482754)
H (-8.300204, -1.664562, 0.285703)
C (-11.449651, -5.864432, 5.337668)
C (-12.105768, -7.112520, 4.831863)
O (-12.766682, -7.616378, 5.985937)
C (-12.973648, -6.562293, 6.822373)
O (-13.652143, -6.605157, 7.807486)
O (-12.310448, -5.454365, 6.393218)
H (-11.378339, -5.091547, 4.571770)
H (-10.452939, -6.051677, 5.747371)
H (-12.850895, -6.909502, 4.057322)
H (-11.385511, -7.836442, 4.448886)

Atoms 1-2, force components in eV/Å:
0.86 -0.23 -0.50
0.45 -0.55 0.85

---

# C35H48CsN7O4S4Si2Te

A molecular structure, C35H48CsN7O4S4Si2Te (ωB97M-V/def2-TZVPD, the Open Molecules 2025 dataset).

Output
Gap between HOMO and LUMO: 3.7 eV
Max |F|: 1.1 eV Å⁻¹
2S+1: 1
Net charge: -2
Energy above the lowest of the compared OMol25 structures with the same formula, charge and spin: 195.9 kJ/mol

Geometry (Å):
Cs (-1.795931, -1.693317, 2.372883)
O (-7.237281, -1.214536, 8.081263)
C (-6.496773, -1.330892, 7.114228)
S (-5.901929, -2.860284, 6.497298)
C (-4.946638, -2.256658, 5.122771)
C (-4.953592, -0.910105, 4.959846)
S (-4.193122, 0.022250, 3.707754)
S (-5.883684, 0.008396, 6.164532)
S (-4.150033, -3.463559, 4.162905)
C (5.933559, -2.163623, -3.755814)
O (5.135617, -1.915056, -2.622730)
C (5.473857, -0.848788, -1.835544)
C (6.553315, -0.018160, -2.067499)
C (6.811051, 1.050614, -1.206965)
C (5.967062, 1.275362, -0.135327)
C (4.874182, 0.443665, 0.096111)
C (4.613963, -0.639086, -0.739722)
N (3.562817, -1.527443, -0.579769)
C (2.538743, -1.479199, 0.402070)
N (3.029438, -1.385227, 1.650292)
C (2.397711, -1.245536, 2.937692)
C (1.045208, -0.969115, 3.097953)
C (0.666282, -0.823952, 4.451030)
C (1.535189, -0.954575, 5.524763)
C (2.881570, -1.243989, 5.305748)
C (3.308124, -1.378995, 3.996759)
O (4.629308, -1.649260, 3.652218)
C (5.578608, -1.617384, 4.687362)
N (1.313257, -1.663766, 0.068196)
C (0.924619, -1.477737, -1.251305)
C (0.137245, -2.423205, -1.900470)
C (-0.283212, -2.249704, -3.217223)
C (0.076813, -1.110654, -3.912022)
C (0.838045, -0.126087, -3.278967)
C (1.247031, -0.295499, -1.965413)
O (1.972432, 0.624781, -1.270889)
C (2.353027, 1.811471, -1.929393)
H (5.484401, -3.012026, -4.265083)
H (6.961290, -2.413668, -3.476095)
H (5.948968, -1.305710, -4.434132)
H (7.211803, -0.189035, -2.908518)
H (7.662199, 1.694402, -1.388588)
H (6.151602, 2.105024, 0.536857)
H (4.201971, 0.648807, 0.918383)
H (3.280700, -1.994820, -1.426673)
H (4.028773, -1.486132, 1.713913)
H (-0.372503, -0.578996, 4.684091)
H (1.182280, -0.834742, 6.545451)
H (3.554003, -1.366319, 6.142936)
H (6.556104, -1.713802, 4.216840)
H (5.439411, -2.443091, 5.392312)
H (5.538580, -0.675655, 5.242675)
H (-0.131563, -3.318035, -1.350733)
H (-0.904013, -3.002427, -3.690340)
H (-0.234011, -0.969069, -4.940463)
H (1.093787, 0.775743, -3.819439)
H (2.897860, 2.400580, -1.195505)
H (1.490426, 2.380147, -2.280770)
H (3.014648, 1.604657, -2.778524)
C (-3.131541, 0.690505, -4.218070)
Si (-2.958251, 2.447464, -3.610212)
C (-1.155013, 2.936508, -3.530918)
C (-3.808261, 3.599819, -4.838324)
C (-3.738406, 2.671108, -1.937989)
Te (-3.094747, 1.181500, -0.508440)
C (-3.384964, 2.488727, 1.168104)
Si (-1.914467, 3.538395, 1.606267)
C (-1.475347, 4.709360, 0.192949)
C (-0.418823, 2.498688, 2.000294)
C (-2.367748, 4.600467, 3.087343)
H (-2.669054, 0.551416, -5.199676)
H (-4.186680, 0.406621, -4.290851)
H (-2.658401, -0.003399, -3.514053)
H (-0.627317, 2.702376, -4.461080)
H (-0.678159, 2.382671, -2.717178)
H (-1.040598, 4.006315, -3.330994)
H (-3.355884, 3.526180, -5.833163)
H (-3.736335, 4.641951, -4.511143)
H (-4.870909, 3.352874, -4.933682)
H (-4.827454, 2.617531, -2.003913)
H (-3.471578, 3.643229, -1.517585)
H (-3.615773, 1.829200, 2.015142)
H (-4.289981, 3.068429, 0.975146)
H (-1.237819, 4.141066, -0.713674)
H (-0.601416, 5.316545, 0.449822)
H (-2.301739, 5.390752, -0.039191)
H (-0.069545, 1.941198, 1.125679)
H (-0.648375, 1.762643, 2.778016)
H (0.409489, 3.114071, 2.364767)
H (-3.192571, 5.281802, 2.855499)
H (-1.517414, 5.199066, 3.430558)
H (-2.688040, 3.958851, 3.914736)
N (-3.979955, -6.456424, -2.180872)
C (-4.010877, -5.142547, -1.788003)
N (-4.469297, -4.907770, -0.531637)
N (-3.642309, -4.233090, -2.619319)
C (-3.527297, -2.982010, -2.181565)
N (-3.442410, -1.911841, -1.758532)
H (-4.728023, -7.024190, -1.815928)
H (-3.857412, -6.545460, -3.177519)
H (-4.309904, -5.628297, 0.154059)
H (-4.322015, -3.969249, -0.178091)

Atoms 1-2, force components in eV/Å:
0.01 -0.20 -0.36
0.14 -0.02 -0.15

---

# C35H48N2O2PPdS2Sb2

A molecular structure, C35H48N2O2PPdS2Sb2 (ωB97M-V/def2-TZVPD, the Open Molecules 2025 dataset).

Output
Gap between HOMO and LUMO (spin up / spin down): 7.6 / 6.5 eV
Max |F|: 1.2 eV Å⁻¹
2S+1: 4
Energy above the lowest of the compared OMol25 structures with the same formula, charge and spin: 0.0 kJ/mol

Geometry (Å):
Pd (0.556440, 0.081375, 0.868113)
C (4.890499, 0.620077, 4.090289)
C (4.114320, -0.177666, 3.064642)
O (2.692392, -0.194186, 3.305742)
P (1.770736, 1.082965, 3.071032)
S (-0.117839, 0.471106, 3.230995)
S (2.234276, 2.036056, 1.394778)
O (2.159850, 1.974452, 4.342435)
C (1.811571, 3.367522, 4.416462)
C (3.050987, 4.177680, 4.709643)
H (5.951200, 0.380735, 3.993135)
H (4.565153, 0.367461, 5.099974)
H (4.763201, 1.691892, 3.947122)
H (4.401550, -1.226931, 3.095240)
H (4.287351, 0.200589, 2.054012)
H (1.067956, 3.470912, 5.206721)
H (1.359892, 3.682646, 3.473987)
H (3.567858, 3.780681, 5.584402)
H (2.779722, 5.215778, 4.909103)
H (3.733874, 4.155877, 3.859232)
C (-2.779460, -0.673463, 0.650161)
C (-3.141722, -0.935827, -0.816171)
C (-2.880719, 0.247899, -1.686006)
Sb (0.564948, 0.259427, -1.736562)
C (-0.090115, -0.492180, -3.630513)
C (-0.770249, -1.701279, -3.764231)
C (-1.151556, -2.159943, -5.019916)
C (-0.871651, -1.408667, -6.152776)
C (-0.213102, -0.192993, -6.029514)
C (0.170591, 0.265745, -4.775525)
C (2.617829, -0.301816, -2.172418)
C (3.533733, -0.351455, -1.119271)
C (4.851876, -0.735556, -1.322476)
C (5.287525, -1.090103, -2.591606)
C (4.390465, -1.058555, -3.651385)
C (3.073732, -0.665362, -3.442694)
Sb (-1.965888, -2.282492, 1.860734)
C (-2.947449, -3.899337, 0.836762)
C (-4.280649, -3.799662, 0.438231)
C (-4.940751, -4.880199, -0.134563)
C (-4.278647, -6.087898, -0.303627)
C (-2.959399, -6.211984, 0.111377)
C (-2.302352, -5.127962, 0.679646)
C (-0.080687, -2.565340, 0.823617)
C (1.116488, -2.512356, 1.540807)
C (2.320168, -2.903013, 0.948199)
C (2.338784, -3.353155, -0.356595)
C (1.148675, -3.431099, -1.082279)
C (-0.042762, -3.048673, -0.494647)
H (-3.624046, -0.259972, 1.204225)
H (-1.989873, 0.085707, 0.684411)
H (-4.204533, -1.204899, -0.892344)
H (-2.617574, -1.810534, -1.215588)
H (-2.959348, 1.249885, -1.273502)
H (-2.938020, 0.139906, -2.762227)
H (-1.004372, -2.296613, -2.892700)
H (-1.670816, -3.106027, -5.109864)
H (-1.173524, -1.765782, -7.129101)
H (0.002785, 0.400268, -6.909270)
H (0.684931, 1.217294, -4.693995)
H (3.213304, -0.096229, -0.117088)
H (5.540491, -0.758339, -0.485835)
H (6.315447, -1.388725, -2.754360)
H (4.713509, -1.343560, -4.645497)
H (2.400821, -0.664806, -4.288584)
H (-4.822001, -2.869813, 0.576334)
H (-5.972330, -4.778206, -0.448600)
H (-4.790203, -6.931202, -0.750971)
H (-2.440620, -7.155718, -0.005919)
H (-1.270996, -5.244804, 0.994195)
H (1.111542, -2.201133, 2.578597)
H (3.239795, -2.857603, 1.518886)
H (3.275391, -3.642003, -0.818125)
H (1.159384, -3.789212, -2.105336)
H (-0.965289, -3.144285, -1.052863)
C (-4.118610, 4.633585, 0.015105)
C (-2.682970, 4.546329, 0.523728)
C (-1.909398, 5.802592, 0.116469)
C (-2.695568, 4.420320, 2.041151)
N (-2.082925, 3.338091, -0.107361)
N (-1.041553, 2.673251, 0.607106)
H (-4.629042, 5.510635, 0.421617)
H (-4.669409, 3.736820, 0.303726)
H (-4.135664, 4.705081, -1.075535)
H (-2.313715, 6.696690, 0.596519)
H (-1.963594, 5.952618, -0.965099)
H (-0.856556, 5.714695, 0.399687)
H (-3.216111, 5.281423, 2.463222)
H (-1.690144, 4.396514, 2.463540)
H (-3.226374, 3.519765, 2.360881)
H (-1.682151, 3.594798, -1.000826)
H (-1.407099, 2.346577, 1.493180)
H (-0.251584, 3.284867, 0.814163)

Atoms 1-2, force components in eV/Å:
-0.29 0.15 0.16
0.01 0.01 0.02

---

# C35H49F2N7O4

A single C35H49F2N7O4 molecule (ωB97M-V/def2-TZVPD, the Open Molecules 2025 dataset).

Output
Gap between HOMO and LUMO: 9.4 eV
Max |F|: 0.7 eV Å⁻¹
2S+1: 1

Geometry (Å):
C (3.129555, 0.342057, -2.931986)
H (2.648096, -0.554417, -2.544763)
C (2.710515, 1.574564, -2.139289)
H (3.202602, 2.457849, -2.548371)
H (1.631297, 1.714246, -2.224101)
C (3.097506, 1.482088, -0.647705)
N (4.534131, 1.349822, -0.501720)
C (5.459671, 2.230111, -0.930464)
O (5.189956, 3.283345, -1.471800)
C (6.893921, 1.754696, -0.691751)
C (7.276192, 0.808375, -1.832946)
H (8.300671, 0.463344, -1.709567)
H (7.199285, 1.327055, -2.786178)
H (6.620818, -0.060453, -1.855421)
C (7.837552, 2.950662, -0.634893)
H (7.600326, 3.580864, 0.218969)
H (7.724902, 3.547179, -1.536498)
H (8.870337, 2.620285, -0.552065)
H (6.933721, 1.207410, 0.256350)
H (4.812794, 0.467230, -0.088769)
C (2.505206, 0.202339, -0.044862)
O (3.209949, -0.718682, 0.343913)
N (1.171303, 0.181518, 0.037777)
H (0.602963, 0.907609, -0.380292)
C (0.419752, -0.973690, 0.462101)
C (-0.875453, -1.010252, -0.353461)
O (-1.243530, -0.005308, -0.957283)
N (-1.521624, -2.170191, -0.293733)
H (-1.085168, -2.953134, 0.218290)
C (-2.835533, -2.465074, -0.864929)
C (-3.095407, -3.980195, -0.790315)
H (-2.390232, -4.473484, -0.123502)
C (-3.003179, -4.489490, -2.225990)
C (-3.549028, -3.320524, -3.037029)
H (-3.304046, -3.382755, -4.096245)
C (-2.907551, -2.107276, -2.367539)
H (-3.463105, -1.191210, -2.555986)
H (-1.892373, -1.967973, -2.741521)
H (-4.633877, -3.274074, -2.932405)
H (-3.567296, -5.407983, -2.375816)
H (-1.961841, -4.673419, -2.495765)
H (-4.099831, -4.134066, -0.393806)
C (-3.873363, -1.696532, -0.007883)
O (-4.636003, -2.252423, 0.754974)
N (-3.832321, -0.363499, -0.185230)
H (-3.057191, 0.024265, -0.719452)
C (-4.512075, 0.550853, 0.713601)
C (-5.307434, 1.595432, -0.037286)
C (-5.631763, 1.431247, -1.377003)
C (-6.372025, 2.387910, -2.048403)
C (-6.787286, 3.511540, -1.359514)
C (-6.486797, 3.697934, -0.022232)
C (-5.745465, 2.732786, 0.632680)
H (-5.503190, 2.863492, 1.676819)
H (-6.831376, 4.583721, 0.487136)
F (-7.507880, 4.451036, -2.007339)
H (-6.628591, 2.270475, -3.089294)
H (-5.310135, 0.543566, -1.898876)
C (-3.473219, 1.179110, 1.619148)
C (-2.559866, 2.085371, 1.089345)
C (-1.560499, 2.621876, 1.879389)
C (-1.488350, 2.241242, 3.208325)
C (-2.382968, 1.343756, 3.761106)
C (-3.374043, 0.811769, 2.953971)
H (-4.074957, 0.101865, 3.366632)
H (-2.296049, 1.069624, 4.800500)
F (-0.506570, 2.750700, 3.983538)
H (-0.843447, 3.324239, 1.484589)
H (-2.631586, 2.370254, 0.050771)
H (-5.200432, -0.063965, 1.309054)
H (1.021805, -1.858462, 0.253879)
C (0.055474, -0.878192, 1.957275)
C (1.221040, -1.191808, 2.901157)
C (1.420424, -2.687818, 3.179385)
N (1.870449, -3.447791, 2.034239)
C (1.013737, -3.975969, 1.102640)
N (-0.241743, -4.200550, 1.218368)
H (-0.626936, -3.988722, 2.131114)
N (1.592187, -4.240754, -0.117404)
H (2.590506, -4.368182, -0.138522)
H (1.065468, -4.874672, -0.696047)
H (2.750642, -3.116249, 1.661430)
H (0.490511, -3.127427, 3.549617)
H (2.176268, -2.802886, 3.962406)
H (1.037746, -0.701569, 3.859019)
H (2.144278, -0.785373, 2.487346)
H (-0.783639, -1.542747, 2.171680)
H (-0.287759, 0.142631, 2.136958)
C (2.600921, 2.731283, 0.107668)
C (2.807412, 2.632279, 1.614537)
H (2.507116, 3.559862, 2.095562)
H (2.218728, 1.822288, 2.040617)
H (3.855715, 2.454842, 1.842752)
H (3.159865, 3.582537, -0.283259)
H (1.544439, 2.893846, -0.112608)
H (2.849503, 0.458682, -3.976035)
H (4.206792, 0.204284, -2.881510)

Atoms 1-2, force components in eV/Å:
-0.11 0.21 0.05
-0.03 -0.15 -0.02

---

Energy readings, ordered: -236534.4738 -122634.2793 -91661.8822 -61150.9178 eV